1.
This record from the Open Molecules 2025 dataset describes a molecular structure, C20H21N6O10Tl. The level of theory is ωB97M-V/def2-TZVPD.

The geometry in XYZ format:
```
58
Properties=species:S:1:pos:R:3:lowdin_charge:R:1
Tl 0.293 -0.128 -1.850 1.179
O -3.380 1.366 -3.313 0.076
C -2.252 1.251 -2.872 -0.611
O -1.324 0.471 -3.320 -0.137
C -1.857 2.141 -1.694 -0.176
C -2.644 3.187 -1.247 0.019
C -2.150 4.005 -0.240 -0.013
C -0.882 3.778 0.278 0.026
C -0.160 2.700 -0.207 -0.174
N -0.667 1.910 -1.142 0.070
C 1.248 2.366 0.269 -0.631
O 1.722 3.018 1.193 0.045
O 1.795 1.351 -0.297 -0.199
H -3.613 3.336 -1.704 0.129
H -2.746 4.827 0.132 0.117
H -0.444 4.404 1.041 0.123
N 0.429 -0.516 1.493 0.164
C 1.015 -1.497 2.209 -0.189
C 2.135 -1.137 3.163 -0.148
C 3.244 -0.188 2.696 -0.152
C 4.454 -0.867 2.062 -0.146
N 4.247 -1.338 0.695 0.111
C 4.143 -0.535 -0.356 -0.439
N 3.726 -1.039 -1.524 0.209
N 4.526 0.742 -0.278 0.214
C 1.860 -2.898 0.976 -0.538
O 2.399 -3.641 1.742 0.117
O 1.647 -2.597 -0.160 0.065
H 0.964 0.313 1.277 0.063
H -0.576 -0.428 1.450 0.084
H 0.316 -2.225 2.613 0.145
H 2.564 -2.055 3.560 0.111
H 1.621 -0.647 3.998 0.128
H 3.623 0.327 3.583 0.124
H 2.860 0.611 2.053 0.092
H 4.741 -1.741 2.646 0.133
H 5.318 -0.198 2.073 0.121
H 4.046 -2.317 0.558 0.138
H 3.063 -1.805 -1.488 0.090
H 3.636 -0.415 -2.308 0.116
H 4.631 1.118 0.651 0.108
H 3.986 1.381 -0.847 0.114
O -2.002 -3.712 -2.781 0.083
C -1.767 -2.647 -2.246 -0.589
O -0.580 -2.144 -2.123 -0.190
C -2.931 -1.833 -1.718 -0.109
C -4.186 -1.968 -2.305 0.023
C -5.252 -1.185 -1.891 -0.032
C -5.101 -0.272 -0.858 0.012
C -3.862 -0.187 -0.255 -0.146
C -2.784 -0.945 -0.671 0.017
N -3.669 0.744 0.862 -0.333
O -4.547 1.537 1.113 0.093
O -2.617 0.677 1.490 0.045
H -4.292 -2.684 -3.109 0.129
H -6.212 -1.278 -2.382 0.113
H -5.915 0.352 -0.522 0.123
H -1.838 -0.845 -0.165 0.084
```

Computed properties:
* LUMO (spin up / spin down): -0.062 / -0.083 Ha
* relative energy (zero: lowest compared OMol25 entry of this formula, charge and spin): 4.7 kcal per mole
* orbital gap (spin up / spin down): 6.65 / 6.24 eV
* spin multiplicity: 1
* E_tot: -55187.61587 eV
* E_HOMO (spin up / spin down): -8.330 / -8.497 eV



2.
This record from the Open Molecules 2025 dataset describes a molecular structure, C20H21N6O6ReS. The level of theory is ωB97M-V/def2-TZVPD.

The geometry in XYZ format:
```
55
Properties=species:S:1:pos:R:3:lowdin_spin:R:1
Re -0.123 -1.406 2.040 0.767
O -2.674 -4.004 0.378 0.016
C -2.119 -3.262 1.110 0.008
N -0.730 -2.868 1.004 0.094
C 0.260 -3.696 0.353 0.008
O 0.063 -4.450 -0.532 0.011
C 1.570 -3.488 1.066 0.008
C 2.681 -4.242 0.815 -0.001
C 3.811 -4.044 1.617 0.011
C 3.780 -3.099 2.637 -0.001
C 2.635 -2.358 2.831 0.009
N 1.546 -2.534 2.045 0.016
C -2.721 -2.586 2.306 0.006
C -4.009 -2.826 2.695 -0.001
C -4.467 -2.237 3.880 0.005
C -3.610 -1.434 4.623 -0.001
C -2.325 -1.219 4.170 0.008
N -1.884 -1.777 3.020 0.010
H 2.655 -4.984 0.026 0.000
H 4.702 -4.639 1.454 0.000
H 4.634 -2.940 3.281 0.000
H 2.565 -1.613 3.616 0.002
H -4.633 -3.478 2.096 0.000
H -5.479 -2.417 4.220 0.000
H -3.930 -0.975 5.548 0.000
H -1.629 -0.595 4.717 0.002
C -0.172 4.366 -6.206 0.000
C 0.451 4.259 -4.819 0.000
S 0.283 2.600 -4.235 0.000
O -1.109 2.302 -3.995 0.000
O 1.085 1.717 -5.023 0.000
C 1.039 2.560 -2.571 0.000
C -0.015 2.788 -1.499 0.000
N 0.284 1.987 -0.275 -0.002
C -0.299 0.833 -0.023 0.002
N 0.244 0.305 1.133 0.010
C 1.209 1.214 1.594 0.008
C 1.229 2.226 0.721 0.000
N 2.097 3.399 0.804 0.000
O 1.947 4.243 -0.044 0.000
O 2.870 3.382 1.727 0.000
C -1.347 0.196 -0.857 0.002
H -0.059 5.390 -6.554 0.000
H -1.232 4.122 -6.184 0.000
H 0.327 3.705 -6.912 0.000
H -0.048 4.904 -4.092 0.000
H 1.519 4.476 -4.828 0.000
H 1.891 3.232 -2.497 0.000
H 1.403 1.528 -2.552 0.000
H -0.969 2.416 -1.865 0.000
H -0.129 3.826 -1.205 0.000
H 1.801 1.084 2.486 0.000
H -2.182 0.880 -1.019 0.000
H -1.735 -0.703 -0.384 0.001
H -0.951 -0.067 -1.842 0.000
```

Computed properties:
* LUMO (spin up / spin down): -0.447 / -0.452 Ha
* relative energy (zero: lowest compared OMol25 entry of this formula, charge and spin): 0.0 kcal per mole
* orbital gap (spin up / spin down): 5.15 / 5.02 eV
* net charge: +3
* spin multiplicity: 2
* E_tot: -55239.34959 eV
* E_HOMO (spin up / spin down): -17.318 / -17.318 eV